DFT (ωB97M-V with the def2-TZVPD basis set) results for a structure of composition C42H38N8OPSe2V in a non-equilibrium geometry.

**ΔE to the lowest compared entry with this formula, charge and spin**: 0.0 kJ/mol
**Total charge**: -1
**Multiplicity**: 4

Cartesian coordinates (Å):
V -1.07098 -0.07416 0.68072
C 3.93490 2.25424 0.68894
N 2.82042 1.46575 1.10758
C 1.78612 1.12242 0.38649
N 1.00131 0.34713 1.14170
C 1.62328 0.29487 2.33189
N 2.80595 0.84168 2.33065
C 5.01264 1.42856 0.08333
C 6.17347 2.00736 -0.36310
C 7.10826 1.22233 -0.95620
C 6.91296 -0.14376 -1.11360
C 5.68135 -0.67272 -0.74327
C 4.75112 0.06338 -0.15049
C 5.39590 -2.11276 -1.01573
N 6.27634 -3.02783 -1.16474
N 5.61376 -4.22102 -1.30406
C 4.36519 -3.92229 -1.33491
O 4.10733 -2.60611 -1.17002
C 3.15181 -4.74064 -1.43989
C 3.26905 -6.09743 -1.10163
C 2.15639 -6.89136 -1.16065
C 0.90111 -6.39120 -1.47151
C 0.80537 -5.01028 -1.81098
C -0.57943 -4.46973 -2.35658
N -0.74660 -3.11046 -2.09294
C -0.67825 -2.53868 -0.89453
N -0.82483 -1.26844 -1.03677
C -1.11561 -1.09368 -2.33929
N -1.03595 -2.19299 -3.03246
C 1.94615 -4.16714 -1.70081
H 4.26093 2.78281 1.56203
H 3.63764 2.99085 -0.03640
H 1.44814 1.49188 -0.55039
H 1.22299 -0.20520 3.19996
H 6.22688 3.08742 -0.27030
H 8.08383 1.56415 -1.27369
H 7.55851 -0.86356 -1.63194
H 3.85918 -0.42865 0.18572
H 4.20582 -6.44281 -0.79045
H 2.25662 -7.98093 -0.97303
H 0.02938 -7.00805 -1.51585
H -1.45583 -5.02573 -1.92945
H -0.61880 -4.64167 -3.45801
H -0.44414 -3.01077 0.06080
H -1.44252 -0.20475 -2.77014
H 1.92576 -3.13792 -1.83177
Se -1.14796 1.84110 -1.24125
P -2.44260 3.47070 -0.36369
Se -1.92906 0.56779 2.96226
C -1.78460 4.30054 1.13304
C -2.69416 5.23598 1.59649
C -2.34128 6.06402 2.65486
C -1.04748 5.97555 3.20020
C -0.17800 4.99357 2.79760
C -0.53429 4.15894 1.74703
C -2.11244 4.91652 -1.55802
C -3.29014 5.56650 -1.87712
C -3.21340 6.77958 -2.60797
C -2.01214 7.21361 -3.05977
C -0.83756 6.51399 -2.79611
C -0.89979 5.37876 -2.01500
H -3.67396 5.32973 1.11706
H -3.03637 6.89140 2.95769
H -0.70487 6.63474 3.98959
H 0.77327 4.87203 3.36225
H 0.14150 3.39818 1.40615
H -4.22093 5.15628 -1.51238
H -4.13213 7.31164 -2.87323
H -2.00303 8.12318 -3.62568
H 0.10132 6.88574 -3.25093
H 0.00710 4.86070 -1.78115
C -3.83717 -1.98545 3.58398
C -2.78845 -2.25033 2.49105
C -2.27834 -3.64350 2.76326
C -1.51129 -1.31763 2.42467
C -3.49501 -2.20363 1.13054
C -3.91796 -0.97734 0.62893
C -4.72545 -0.85812 -0.49192
C -5.15833 -2.02973 -1.11645
C -4.80848 -3.22990 -0.57626
C -3.95378 -3.32581 0.48650
H -3.33254 -2.12266 4.54804
H -4.61480 -2.72883 3.43131
H -4.22810 -0.94447 3.42305
H -1.62892 -3.61283 3.70868
H -1.60880 -3.94919 1.94782
H -2.97002 -4.50130 2.90093
H -0.78291 -1.68826 3.15351
H -3.71298 -0.04339 1.19671
H -4.97361 0.16544 -0.86770
H -5.85984 -1.99060 -1.98163
H -5.14259 -4.17489 -1.00416
H -3.76059 -4.29046 0.88290